32
Properties=species:S:1:pos:R:3:forces:R:3 method="wB97M-V/def2-TZVPD" total_charge=+1 multiplicity=2 homo_lumo_gap_ev="8.74 / 2.86" de_lowest_ev=2.595 s2=0.754
H 1.2042 -2.6874 8.5370 0.09 -0.11 -0.11
N -1.6991 -7.9088 18.8752 1.55 -2.49 2.40
C 0.2392 -1.7149 10.2477 0.33 -1.10 -2.91
H -0.4974 -5.5227 18.9500 0.78 0.20 0.10
H 1.9250 -2.3359 10.6950 0.44 -0.12 0.45
H -2.2987 -8.7382 16.7419 0.34 -0.17 -0.15
C 0.3261 -2.9046 9.1450 -0.65 1.34 0.34
H -1.0864 -8.0072 19.6721 -0.44 0.95 1.47
O 1.1419 -2.1339 11.2124 0.44 0.10 1.54
H -0.5322 -2.9734 8.4767 -0.04 0.33 -0.06
H 1.7731 -0.2698 9.4775 0.25 -0.60 0.31
H -1.3854 -3.2448 17.0188 0.03 0.15 0.16
H 0.4354 -3.9009 9.5733 0.04 0.23 0.44
H 0.3369 -0.3453 8.5764 -0.41 0.28 0.06
C -1.0761 -7.2855 17.8504 -2.21 1.21 -3.98
H -0.0999 -7.7703 17.8592 1.26 -0.16 -0.34
H -0.7693 -1.6604 10.6578 0.13 0.10 0.17
C -0.9428 -5.7980 17.9941 -0.35 1.06 0.26
H 0.0003 -2.1513 12.9449 0.49 0.05 -0.41
H -1.9687 -5.4814 18.1823 -0.77 -0.06 -0.06
C -1.8872 -7.7431 16.5729 0.88 0.31 0.09
H -1.2406 -7.7404 15.6954 -0.33 0.10 -0.03
H 0.4115 0.5256 10.1448 -0.37 -0.18 0.06
H -0.7546 -3.1808 13.7585 -0.11 -0.17 -0.10
O -0.3384 -2.3213 13.8238 -0.24 0.01 0.59
C -0.4021 -3.6997 17.1380 0.84 0.64 -0.87
H 0.2702 -3.3865 16.3393 -0.27 0.56 0.07
H -1.7522 -8.8800 18.6032 -1.45 -0.53 -0.03
H -2.7729 -7.1220 16.4391 0.30 0.36 -0.09
C 0.6960 -0.3776 9.6051 -0.40 -0.22 -0.31
H 0.0735 -3.4567 18.0882 -0.20 -0.12 0.18
O -0.4946 -5.0842 16.8970 0.04 -1.96 0.75



32
Properties=species:S:1:pos:R:3:forces:R:3 method="wB97M-V/def2-TZVPD" total_charge=+1 homo_lumo_gap_ev=10.16
H -3.0021 1.1969 -1.9482 -0.06 -0.30 2.26
H 3.6786 -0.4230 -1.2401 -0.14 -0.29 -0.20
H -0.5629 -1.1927 1.6495 0.52 -0.38 -0.11
H -0.0093 0.7730 -1.7795 0.22 0.42 0.18
H -1.0697 2.8156 -0.3841 2.41 -0.82 0.47
C -1.6927 -1.6800 -1.3823 0.71 -1.92 0.18
H -2.2150 -1.3072 1.9711 -0.74 -0.27 0.05
C -1.4867 -0.6546 1.5309 -0.48 0.84 -0.23
H 2.8954 1.1271 -1.5810 0.57 0.34 0.01
Si -1.7013 -0.1825 -0.3148 2.39 0.85 1.25
H 0.8077 2.8457 -0.4395 -0.06 0.31 0.01
H 2.3110 -0.3549 2.6258 -0.95 1.48 -1.89
H -1.3913 0.2170 2.2053 -0.21 -0.24 -0.43
H 3.8790 0.8047 -0.0035 -0.84 0.04 -1.20
C -3.0354 0.9600 -0.7993 1.40 1.42 -1.86
N 1.5273 -1.9796 -0.0988 2.04 -0.14 0.15
H -0.8384 -1.9116 -2.0567 -0.52 0.72 0.18
C 1.6152 0.3326 1.9460 0.97 -1.23 1.65
H -1.8406 -2.6715 -0.8761 -0.24 0.95 -0.12
H -3.8802 0.4190 -0.5838 -2.65 -1.09 0.21
C -0.0782 0.8121 -0.6825 0.90 -0.58 1.17
C 3.1631 0.4212 -0.7985 -0.36 0.22 1.68
Si 1.5098 0.0627 0.0950 0.77 -0.42 -0.30
H 2.0833 -2.5740 0.6175 -1.62 1.49 -1.03
H 1.8521 1.3868 2.1524 0.25 -0.31 -0.08
H 0.6599 0.1618 2.4345 -0.13 0.19 -0.18
H 0.5105 -2.1529 -0.0718 0.73 -0.90 -0.50
H -2.5738 -1.4787 -1.9588 -0.48 -0.41 -0.85
H -0.0718 2.2881 1.0112 0.16 -0.10 0.22
H 2.0723 -2.2080 -0.9989 -1.91 0.38 1.32
C -0.0483 2.2906 -0.0706 -2.71 -0.24 -1.59
H -3.0672 1.8564 -0.1702 0.05 -0.04 -0.41



44
Properties=species:S:1:pos:R:3:forces:R:3 method="wB97M-V/def2-TZVPD" multiplicity=2 homo_lumo_gap_ev="6.10 / 3.04" de_lowest_ev=7.859 s2=0.753
H -2.0254 -2.7265 0.7513 -0.47 -0.73 0.24
H 4.8478 0.9050 -0.9553 0.05 -0.08 0.20
N -1.5125 -3.3618 0.1568 -2.37 -1.21 1.04
N 0.2725 -3.4625 -1.1092 3.10 -2.48 -3.37
O 3.4021 1.0273 1.0682 -6.51 5.06 1.62
N 5.0646 0.3228 -0.1589 2.50 1.58 -5.83
H 1.2891 -3.4448 5.7795 1.26 0.16 0.43
H -4.0053 3.8273 -2.6404 0.12 0.28 0.09
Cu -0.3462 1.4728 1.7504 -0.86 -0.44 -0.11
O -0.9128 1.6786 -4.1651 0.80 0.88 0.11
O -0.1737 -1.6790 0.1315 1.45 3.64 0.40
H -3.6466 3.5057 -0.9172 -0.37 -0.17 -0.08
H 5.8455 -0.3066 -0.2774 -0.42 0.34 -0.01
H -1.4420 -2.1618 4.6401 0.23 -0.29 -0.02
H -0.3336 -0.3145 -4.2285 -0.02 0.25 -0.52
C -1.2303 0.2977 -4.3249 -1.29 1.44 0.70
H 4.3876 -0.5652 2.5728 0.43 -0.73 0.11
Br 0.0349 4.8745 2.8908 -0.05 -0.26 -0.09
H 0.0579 -4.4387 -1.2544 0.17 0.40 -0.28
C -2.3260 2.4868 -2.2840 0.30 0.71 -1.50
H -2.5975 4.5699 -1.7090 -0.03 0.29 -0.66
C -1.9561 2.6197 -3.8076 -0.43 -1.86 -0.23
N 4.7327 -0.6372 1.6263 0.01 -2.99 4.63
N -1.0367 2.3937 -1.5858 -0.33 0.91 0.59
H 2.4684 -2.1005 5.5974 -0.36 -0.33 -0.06
H -0.4184 2.0275 -2.2955 0.36 -0.80 0.07
H -1.7915 0.2796 -5.2592 0.23 -0.98 -0.20
C 4.2837 0.3317 0.8811 4.23 -3.22 -1.45
H -2.8680 1.5577 -2.1079 -0.12 0.01 -0.17
H -1.8932 0.0270 -3.5032 -0.17 -0.45 -0.01
H 1.0073 -3.0309 -1.6513 -0.10 -0.22 0.37
N -0.5865 -2.5980 4.9531 -0.10 -0.95 0.36
C -3.2159 3.6930 -1.9008 0.78 -1.09 1.00
H 5.5842 -1.1213 1.3798 -0.45 0.12 0.73
H -1.6982 -4.3451 0.0199 -0.39 0.49 0.23
H -1.5956 3.5766 -4.1849 0.23 0.22 0.75
C 0.5779 -1.9064 4.9291 -3.69 3.97 -2.88
O 0.5973 -0.7844 4.4088 0.71 -0.13 0.44
H -0.4902 -3.5509 5.2736 -1.14 0.21 -0.21
Br -3.9205 0.5719 2.3579 0.97 0.20 -0.16
H -0.7343 3.3571 -1.6103 0.37 0.54 0.63
N 1.5652 -2.5293 5.4544 3.05 -2.40 1.76
H -2.8410 2.4293 -4.4148 -0.31 -0.25 -0.12
C -0.4209 -2.7678 -0.2771 -1.38 0.37 1.47



36
Properties=species:S:1:pos:R:3:forces:R:3 method="wB97M-V/def2-TZVPD" total_charge=-1 multiplicity=6 homo_lumo_gap_ev="4.10 / 4.36" de_lowest_ev=0.245 s2=8.770
H -1.3681 0.8407 -0.9568 0.42 1.70 0.50
C 2.5458 1.8731 2.1172 -0.19 0.77 0.02
O -2.2224 -0.8802 2.3442 -1.55 1.96 1.81
H -4.0803 -1.7126 4.1747 0.27 0.10 0.15
H 0.7564 -2.4859 5.3680 -0.06 -0.12 0.26
H -3.5193 0.4661 3.1191 0.02 0.10 0.16
H -3.6881 -0.4757 5.4027 -0.09 -0.10 -0.02
H 2.3141 2.1014 1.0842 -0.15 -0.19 -0.36
H 3.4313 -0.0004 1.6936 0.68 -0.20 -0.38
H 3.4233 2.4534 2.3605 0.57 0.11 0.22
H 3.0574 0.2110 3.3773 0.14 0.10 0.35
H -1.0194 -0.0749 -1.3251 1.07 -2.96 -0.91
H 2.5391 -1.8472 -0.6819 0.33 -0.09 -0.06
C -2.7351 -0.1621 3.5427 1.10 -0.75 -2.09
C 2.6858 0.4039 2.3664 -0.66 -0.44 -0.11
H 1.7271 2.2764 2.7024 -0.24 0.02 0.21
H 0.5009 0.3415 4.2681 -0.32 -0.21 0.15
H -0.6118 -0.2503 5.5765 0.24 -0.06 -0.17
C -3.2753 -1.0907 4.5927 -0.24 -0.16 0.45
H -0.3266 1.3206 0.3889 -0.94 0.70 -0.46
C -1.1965 1.7152 -0.2132 0.57 0.30 -0.11
O 1.4699 -0.2479 2.1895 1.12 0.64 0.15
H 1.3556 -2.2200 -1.7800 -0.07 0.39 1.92
C 0.3632 -0.3792 5.0849 0.18 0.57 0.31
Mn 0.5807 -1.1758 0.8096 -1.43 0.80 -0.27
O -0.6236 -2.2838 3.8932 1.57 0.05 2.48
H -1.0115 2.6880 -0.7062 0.02 -0.30 0.33
N 1.5916 -2.1983 -0.7422 0.14 -0.68 -2.03
H -1.9206 0.4700 3.9147 -0.20 -0.01 0.08
C 0.5630 -1.7738 4.5728 -0.46 -0.25 -0.85
H 1.1354 -0.1608 5.8279 0.04 0.04 0.08
H 1.5944 -3.1670 -0.4340 0.17 -0.13 -0.08
P -1.0424 -2.0140 2.3799 -0.88 -2.28 -2.69
H -2.4895 -1.7295 5.0165 -0.36 0.15 -0.24
H -2.1309 1.6681 0.2977 -0.63 0.44 1.08
H 1.4074 -1.7845 3.8720 -0.20 -0.03 0.12



41
Properties=species:S:1:pos:R:3:forces:R:3 method="wB97M-V/def2-TZVPD" total_charge=+1 multiplicity=5 homo_lumo_gap_ev="5.93 / 7.15" de_lowest_ev=0.602 s2=6.018
H 2.7085 -3.2730 1.1411 -0.36 -0.18 -0.15
H -3.0745 0.4290 0.2027 0.72 0.23 1.09
H -1.5577 -0.0948 -4.4098 0.28 0.65 0.17
O 1.7506 0.1069 -2.4377 0.26 -0.30 -0.16
H -3.4573 0.8201 -2.8770 0.00 0.00 0.22
C -3.1921 0.6583 -1.8274 -0.19 0.08 -0.86
C 0.3199 -3.7290 -0.3786 -1.86 0.12 -2.66
H 1.8846 1.5129 3.3818 0.58 -0.74 0.75
H 0.0767 0.4973 -4.6907 0.06 -0.06 0.50
H 0.8927 2.2461 1.5860 0.31 -0.10 0.60
O -2.2301 0.7076 0.6445 -1.16 -0.31 -0.74
H 3.0893 -0.3223 0.2568 -0.51 -0.26 -0.40
N 1.4814 1.4199 1.4370 0.42 1.43 1.83
H 0.1608 -0.0290 3.8255 0.35 0.01 0.10
H -2.0016 3.8767 2.3641 0.77 -0.23 -0.03
C -0.6222 0.5883 -2.6029 -0.35 -0.74 0.80
H -3.6697 -0.3249 -1.5395 0.38 0.97 -0.06
N 0.5294 0.3615 -1.9171 -0.78 -0.05 -3.20
H 2.2839 1.7397 0.9039 0.34 0.31 0.45
C 0.8186 -0.3708 3.0245 0.05 -0.87 0.17
N -0.0244 -0.7077 1.8706 -1.28 -0.11 0.05
H 1.9570 -2.1032 0.4612 -0.14 -1.31 -0.02
H -0.2749 -4.0804 0.4324 -0.04 -0.55 0.26
H 1.0338 -4.3137 -0.9561 -0.58 -0.11 0.42
Ir 0.5655 0.4549 -0.0292 -1.13 -1.81 0.18
H -3.5903 1.5205 -1.2391 0.02 -0.73 -0.49
H -0.1643 -1.7158 1.7386 0.74 0.25 -0.09
H 1.2921 -1.3113 3.3127 0.15 0.31 0.37
C -0.8218 0.6758 -4.0924 -0.09 -0.01 -0.30
H 2.8767 0.2806 2.4576 -0.43 -0.01 0.59
C 1.8746 0.6761 2.6826 -0.13 1.48 -0.80
H 2.2235 -0.2888 -1.5224 -0.23 0.29 -1.68
H -0.9769 -0.3827 2.0619 0.31 0.13 -0.31
O 2.2694 -0.6166 -0.1900 1.81 0.46 0.64
H -0.9622 4.4251 1.3976 0.04 -0.37 0.52
C -1.7092 0.6009 -1.6625 0.40 0.47 -0.87
O 1.8399 -3.0686 0.7237 2.58 2.06 1.95
H -1.1676 1.6956 -4.3809 -0.01 -0.76 0.28
O -1.0536 3.7892 2.1339 -0.62 0.49 -0.56
H -0.0925 -2.8549 -0.9160 0.31 -0.43 0.35
N -1.2862 0.5044 -0.3711 -0.99 0.29 1.07



49
Properties=species:S:1:pos:R:3:forces:R:3 method="wB97M-V/def2-TZVPD" homo_lumo_gap_ev=2.32 de_lowest_ev=7.288
H 0.3443 -3.5275 3.2992 0.66 0.26 0.10
C 2.4100 -1.6541 -1.3064 -1.47 1.75 3.26
H 1.6176 -2.5375 2.6293 -0.30 0.17 0.11
H -0.6312 2.6917 -4.0683 0.37 -0.80 -0.52
H -1.5814 -3.4847 2.7122 -0.73 0.51 -0.09
N -3.4812 1.2105 1.0595 -2.36 -1.51 0.02
N -0.8011 3.5568 -1.9890 -2.44 4.81 1.20
H -2.5527 -2.8616 -2.4967 -0.64 0.05 0.52
H -4.3312 1.6632 1.3638 0.11 -0.46 -0.06
O -0.0075 -1.3794 1.1547 0.39 1.17 -1.86
H -1.7380 3.8123 0.8558 -0.05 -0.46 0.32
H 1.3930 0.3104 2.8958 0.37 -0.76 1.02
H -3.4377 3.5004 0.9898 0.44 0.36 -0.02
N -2.4125 -2.0977 -1.8510 -4.01 -3.35 0.28
H -1.0962 -2.3491 -3.7745 0.50 0.40 -0.13
O 1.9225 1.0008 1.1036 -0.82 0.14 0.42
H -2.1664 -2.0205 1.8531 -0.05 -0.63 0.20
Zn 0.3251 0.2488 0.0383 2.38 1.83 1.75
C -0.2469 -2.2809 1.9083 1.25 2.48 -0.67
H -0.6764 3.9195 -1.0547 -0.18 0.15 -0.43
C -1.3946 -1.3484 -2.0798 0.32 1.25 1.98
O -1.0548 -0.5124 -1.2943 0.08 2.25 1.31
H 0.1776 1.1523 -3.6565 -0.20 0.53 -0.13
H 3.4639 -3.1005 -0.5748 -0.07 0.03 0.93
C -2.3503 1.8912 0.9440 3.33 -4.88 0.19
H 0.9089 1.8957 2.6784 -0.36 0.86 0.21
N -0.3111 1.9999 -3.4057 -0.46 -1.50 -4.36
C 1.7819 1.2603 2.5290 0.16 -0.50 -1.70
O -1.2774 1.2625 0.8765 -1.26 1.12 0.17
N -1.4457 -2.6731 2.1266 -4.84 -1.91 0.40
N 2.7928 -2.3900 -0.3203 1.53 -3.34 2.97
C 2.9864 1.8609 3.4365 1.31 -1.21 -1.77
O 4.2887 1.5644 3.1217 -1.13 -0.22 0.09
N 2.9930 -1.9616 -2.4061 1.00 -0.18 -4.84
H 2.6024 -1.4718 -3.1983 0.76 -0.42 -0.26
O 1.6169 -0.7514 -1.1312 -0.81 0.82 -2.19
O 0.2993 1.8420 -1.2981 1.39 -1.05 1.37
N -0.7914 -1.5860 -3.1873 2.50 -0.62 -4.08
N -2.4904 3.1501 0.9796 -0.69 5.54 -0.15
H -1.4190 3.9995 -2.6541 0.22 0.10 0.42
H 2.5588 -2.2525 0.6526 0.05 0.54 -0.50
H -3.3965 0.2041 1.0636 -0.16 0.45 0.15
H 2.8522 2.9419 3.4752 -0.49 0.84 -0.11
H 0.0751 -1.0908 -3.3422 -0.13 -0.44 -0.04
H 2.7234 1.4742 4.4211 -0.54 -0.17 0.92
C -0.2569 2.4160 -2.1905 1.48 -1.53 1.73
N 0.6429 -2.7999 2.6655 3.40 -2.90 2.57
H 3.6248 -2.7471 -2.4693 -0.25 0.46 -0.46
H -3.0531 -1.9510 -1.0841 0.45 -0.04 -0.27